i.
Density functional theory data (ωB97M-V/def2-TZVPD) for a 2-piece molecular cluster, C2H2ClNO overall.

Geometry (Å):
C (1.963, -1.542, 0.252)
C (-0.785, 0.713, 0.093)
N (-1.018, -0.403, -0.391)
O (2.706, -1.305, 1.095)
Cl (-0.919, 2.306, -0.832)
H (-0.773, 0.866, 1.163)
H (-1.173, -0.635, -1.380)

Calculated values
2S+1: 1
highest occupied orbital energy: -10.588 eV
LUMO level: 0.0324 hartree
HOMO-LUMO gap: 11.47 eV

Charges computed using Mulliken, reported in e:
1. C 0.16
2. C -0.01
3. N -0.37
4. O -0.17
5. Cl -0.21
6. H 0.34
7. H 0.26

=====

ii.
Density functional theory data (ωB97M-V/def2-TZVPD) for one molecule with the formula C2H2ClNO.

Geometry (Å):
C (-0.483, -1.291, 0.009)
C (0.356, -0.266, -0.028)
N (-0.344, 0.900, -0.004)
O (-1.572, 0.916, -0.097)
Cl (2.100, 0.312, -0.058)
H (-0.195, -2.311, 0.113)
H (0.137, 1.741, 0.065)

Calculated values
2S+1: 1
highest occupied orbital energy (spin up / spin down): -10.125 / -8.525 eV
LUMO level (spin up / spin down): -0.0285 / -0.0678 hartree
HOMO-LUMO gap (spin up / spin down): 9.35 / 6.68 eV

Charges computed using Mulliken, reported in e:
1. C -0.46
2. C 0.48
3. N 0.15
4. O -0.48
5. Cl -0.20
6. H 0.33
7. H 0.18

=====

Energies relative to the most stable structure, in kcal/mol: i 0.0; ii 122.1.

=====

i.
Density functional theory data (ωB97M-V/def2-TZVPD) for a 2-piece molecular cluster, C6H8O3 overall.

Geometry (Å):
C (-1.900, 1.653, -2.787)
C (0.487, -0.010, -1.385)
C (0.956, 0.789, -0.413)
C (1.284, 1.952, 0.518)
C (-0.398, -2.472, 0.888)
C (0.058, -0.968, 1.048)
O (-1.298, 2.549, -2.421)
O (-2.504, 0.722, -3.042)
O (1.022, -0.607, 0.092)
H (0.988, 1.432, 1.448)
H (0.570, 2.781, 0.148)
H (2.316, 2.115, 0.316)
H (-0.614, -2.616, -0.165)
H (0.438, -3.050, 1.006)
H (-1.041, -2.809, 1.577)
H (0.456, -1.048, 2.092)
H (-0.820, -0.416, 1.080)

Calculated values
2S+1: 1
highest occupied orbital energy: -9.193 eV
LUMO level: 0.0249 hartree
HOMO-LUMO gap: 9.87 eV

Charges computed using Mulliken, reported in e:
1. C 0.69
2. C -0.86
3. C 0.71
4. C -0.75
5. C -1.47
6. C -0.21
7. O -0.35
8. O -0.33
9. O -0.16
10. H 0.30
11. H 0.22
12. H 0.29
13. H 0.36
14. H 0.39
15. H 0.47
16. H 0.31
17. H 0.40

=====

ii.
Density functional theory data (ωB97M-V/def2-TZVPD) for C6H8O3 as an isolated structure.

Geometry (Å):
C (-0.685, -2.523, 0.385)
C (-0.077, 2.721, 0.823)
C (0.472, -0.469, -0.553)
C (-0.694, -1.455, -0.662)
C (0.202, 1.406, 0.202)
C (0.268, 0.921, -1.059)
O (1.648, -1.112, -0.716)
O (-1.480, -1.373, -1.566)
O (0.411, 0.278, 0.929)
H (2.370, -0.471, -0.651)
H (-0.005, 1.276, -2.033)
H (0.200, -3.148, 0.247)
H (-0.599, -2.059, 1.369)
H (-1.586, -3.126, 0.314)
H (-0.998, 2.665, 1.407)
H (0.731, 2.983, 1.507)
H (-0.178, 3.487, 0.056)

Calculated values
2S+1: 1
highest occupied orbital energy: -8.739 eV
LUMO level: 0.0273 hartree
HOMO-LUMO gap: 9.48 eV

Charges computed using Mulliken, reported in e:
1. C -1.23
2. C -1.12
3. C 1.32
4. C 0.31
5. C 0.57
6. C -0.83
7. O -0.54
8. O -0.52
9. O -0.52
10. H 0.37
11. H 0.31
12. H 0.31
13. H 0.34
14. H 0.34
15. H 0.30
16. H 0.30
17. H 0.30

=====

iii.
Density functional theory data (ωB97M-V/def2-TZVPD) for one molecule with the formula C6H8O3.

Geometry (Å):
C (-2.280, -1.672, 0.702)
C (-1.673, -0.502, -0.030)
O (-2.346, 0.329, -0.598)
C (0.039, -0.580, -0.116)
C (0.597, 0.587, -0.231)
C (0.212, 1.969, -0.597)
C (2.311, 0.414, -0.094)
O (3.067, 1.340, -0.301)
O (2.789, -0.800, 0.257)
H (-1.896, -1.700, 1.724)
H (-2.023, -2.599, 0.182)
H (-3.369, -1.576, 0.727)
H (0.418, -1.522, 0.248)
H (-0.812, 2.054, -0.962)
H (0.336, 2.637, 0.261)
H (0.863, 2.327, -1.402)
H (3.765, -0.705, 0.229)

Calculated values
2S+1: 1
structure (SMILES): CC(=O)/C=C(\C)C(=O)O
highest occupied orbital energy: -9.332 eV
LUMO level: 0.0185 hartree
HOMO-LUMO gap: 9.83 eV

Charges computed using Mulliken, reported in e:
1. C -1.21
2. C 0.73
3. O -0.54
4. C -0.45
5. C 0.48
6. C -1.17
7. C 0.48
8. O -0.57
9. O -0.44
10. H 0.33
11. H 0.31
12. H 0.34
13. H 0.39
14. H 0.38
15. H 0.30
16. H 0.31
17. H 0.34

=====

Energies relative to the most stable structure, in kcal/mol: i 94.9; ii 13.1; iii 0.0.

=====

i.
Density functional theory data (ωB97M-V/def2-TZVPD) for one molecule with the formula C8H7N3O.

Geometry (Å):
N (-1.606, 1.930, -0.642)
C (-1.867, 0.640, -0.220)
N (-2.984, 0.171, 0.023)
O (-2.770, -1.181, 0.337)
N (-1.511, -1.396, 0.314)
C (-0.789, -0.334, 0.037)
C (0.600, -0.190, 0.067)
C (1.398, -1.262, -0.320)
C (2.730, -1.093, -0.477)
C (3.364, 0.073, -0.062)
C (2.587, 1.173, 0.456)
C (1.224, 0.966, 0.554)
H (-0.682, 2.290, -0.702)
H (-2.347, 2.514, -0.576)
H (0.903, -2.333, -0.801)
H (3.475, -1.763, -0.727)
H (4.353, 0.121, 0.022)
H (3.105, 2.077, 0.907)
H (0.582, 1.766, 1.108)

Calculated values
2S+1: 1
structure (SMILES): Nc1nonc1-c1ccccc1
highest occupied orbital energy: -8.957 eV
LUMO level: 0.0133 hartree
HOMO-LUMO gap: 9.32 eV

Charges computed using Mulliken, reported in e:
1. N -0.42
2. C 0.44
3. N -0.55
4. O -0.07
5. N -0.37
6. C 0.23
7. C 0.68
8. C -0.41
9. C -0.47
10. C -0.46
11. C -0.53
12. C -0.30
13. H 0.25
14. H 0.22
15. H 0.19
16. H 0.39
17. H 0.49
18. H 0.30
19. H 0.40

=====

ii.
Density functional theory data (ωB97M-V/def2-TZVPD) for one molecule with the formula C8H7N3O.

Geometry (Å):
C (-1.387, 2.083, -0.055)
N (-0.310, 1.200, 0.017)
C (0.990, 1.309, -0.175)
C (1.643, 0.099, -0.197)
C (3.109, -0.061, 0.080)
O (3.839, -0.996, 0.172)
C (0.548, -0.880, 0.017)
N (0.420, -2.165, -0.286)
C (-0.801, -2.605, -0.192)
C (-1.894, -1.808, 0.166)
N (-1.881, -0.460, 0.179)
C (-0.630, -0.039, 0.044)
H (-1.096, 3.206, -0.383)
H (-1.807, 2.069, 0.955)
H (-2.235, 1.834, -0.708)
H (1.649, 2.282, -0.101)
H (3.578, 0.958, 0.184)
H (-0.849, -3.680, -0.077)
H (-2.885, -2.345, 0.360)

Calculated values
2S+1: 1
structure (SMILES): Cn1cc(C=O)c2nccnc21
highest occupied orbital energy: -9.155 eV
LUMO level: -0.0020 hartree
HOMO-LUMO gap: 9.10 eV

Charges computed using Mulliken, reported in e:
1. C -0.84
2. N 0.20
3. C -0.26
4. C 0.10
5. C -0.25
6. O -0.46
7. C 0.54
8. N -0.58
9. C -0.26
10. C -0.22
11. N -0.58
12. C 0.46
13. H 0.28
14. H 0.34
15. H 0.33
16. H 0.23
17. H 0.24
18. H 0.40
19. H 0.31

=====

iii.
Density functional theory data (ωB97M-V/def2-TZVPD) for one molecule with the formula C8H7N3O.

Geometry (Å):
C (2.040, 1.406, 3.211)
C (2.103, -0.794, 2.289)
C (0.886, 0.109, -0.081)
C (-0.391, -0.159, -0.173)
C (-1.565, 0.809, 0.555)
C (1.571, 1.173, 0.762)
C (1.905, 0.554, 2.046)
C (-1.096, -1.208, -1.016)
N (2.099, 2.153, 4.058)
N (2.203, -1.952, 2.488)
N (-1.338, 0.530, 1.788)
O (-2.087, 1.592, -0.203)
H (1.397, -0.573, -0.679)
H (2.541, 1.202, 0.267)
H (0.916, 2.110, 1.001)
H (-0.361, -1.351, -1.778)
H (-2.037, -0.966, -1.409)
H (-1.104, -2.071, -0.389)
H (-1.597, -0.213, 2.453)

Calculated values
2S+1: 1
highest occupied orbital energy (spin up / spin down): -9.660 / -9.523 eV
LUMO level (spin up / spin down): -0.0670 / -0.0852 hartree
HOMO-LUMO gap (spin up / spin down): 7.84 / 7.21 eV

Charges computed using Mulliken, reported in e:
1. C -0.05
2. C 0.26
3. C -0.59
4. C 0.54
5. C 0.34
6. C -0.23
7. C 0.25
8. C -1.35
9. N -0.39
10. N -0.45
11. N -0.37
12. O -0.52
13. H 0.50
14. H 0.30
15. H 0.41
16. H 0.37
17. H 0.40
18. H 0.31
19. H 0.27

=====

Energies relative to the most stable structure, in kcal/mol: i 36.5; ii 0.0; iii 88.4.

=====

i.
Density functional theory data (ωB97M-V/def2-TZVPD) for a 2-piece molecular cluster, C2H10NS2 overall.

Geometry (Å):
N (0.327, 1.138, 2.544)
H (1.083, 1.334, 1.890)
H (-0.259, 1.987, 2.474)
H (-0.130, 0.281, 2.175)
H (0.539, 1.054, 3.558)
C (1.476, -1.438, -0.529)
S (-0.063, -0.821, 0.118)
S (-0.571, 0.885, -1.001)
C (-1.775, 0.163, -2.123)
H (1.350, -1.807, -1.563)
H (2.255, -0.638, -0.572)
H (1.765, -2.320, 0.114)
H (-2.549, -0.372, -1.557)
H (-2.184, 1.023, -2.680)
H (-1.264, -0.468, -2.846)

Calculated values
total charge: +1
2S+1: 1
highest occupied orbital energy: -12.751 eV
LUMO level: -0.1412 hartree
HOMO-LUMO gap: 8.91 eV

Charges computed using Mulliken, reported in e:
1. N -0.46
2. H 0.38
3. H 0.38
4. H 0.25
5. H 0.39
6. C -0.70
7. S -0.20
8. S -0.03
9. C -0.78
10. H 0.28
11. H 0.28
12. H 0.31
13. H 0.29
14. H 0.32
15. H 0.29

=====

ii.
Density functional theory data (ωB97M-V/def2-TZVPD) for a 2-piece molecular cluster, C2H10NS2 overall.

Geometry (Å):
C (-1.034, 2.321, -0.156)
N (-1.428, 0.885, 0.100)
H (-1.531, 2.691, -1.050)
H (-1.120, 2.861, 0.759)
H (0.027, 2.323, -0.432)
H (-2.091, 0.812, 0.877)
H (-0.591, 0.301, 0.311)
H (-1.964, 0.469, -0.664)
C (1.572, -1.949, -0.913)
S (0.184, -1.808, 0.249)
S (1.033, -0.843, 1.887)
H (1.925, -2.981, -0.836)
H (2.403, -1.286, -0.699)
H (1.185, -1.818, -1.921)
H (1.429, -1.977, 2.488)

Calculated values
total charge: +1
2S+1: 1
highest occupied orbital energy: -13.266 eV
LUMO level: -0.1281 hartree
HOMO-LUMO gap: 9.78 eV

Charges computed using Mulliken, reported in e:
1. C -0.75
2. N -0.22
3. H 0.34
4. H 0.32
5. H 0.31
6. H 0.39
7. H 0.06
8. H 0.40
9. C -0.68
10. S -0.11
11. S -0.20
12. H 0.30
13. H 0.33
14. H 0.28
15. H 0.22

=====

Energies relative to the most stable structure, in kcal/mol: i 0.0; ii 4.6.

=====

i.
Density functional theory data (ωB97M-V/def2-TZVPD) for an isolated ion of composition C2H6N3S and charge +1.

Geometry (Å):
C (0.150, -0.390, 0.146)
C (0.316, 1.055, -0.132)
N (-0.894, 1.759, -0.041)
N (-1.066, -0.975, 0.148)
N (1.234, -1.165, -0.112)
S (-2.573, -0.203, 0.229)
H (1.063, 1.550, 0.430)
H (0.826, 1.163, -1.144)
H (-1.279, 2.023, 0.894)
H (-1.170, -2.016, 0.150)
H (1.984, -0.581, -0.522)
H (1.410, -2.220, -0.046)

Calculated values
total charge: +1
2S+1: 1
highest occupied orbital energy (spin up / spin down): -13.428 / -13.424 eV
LUMO level (spin up / spin down): -0.2547 / -0.2547 hartree
HOMO-LUMO gap (spin up / spin down): 6.50 / 6.49 eV

Charges computed using Mulliken, reported in e:
1. C 0.50
2. C -0.25
3. N -0.63
4. N -0.28
5. N -0.40
6. S 0.09
7. H 0.44
8. H 0.38
9. H 0.35
10. H 0.32
11. H 0.22
12. H 0.27

=====

ii.
Density functional theory data (ωB97M-V/def2-TZVPD) for an isolated ion of composition C2H6N3S and charge +1.

Geometry (Å):
H (1.501, 2.093, 1.003)
N (0.641, 1.881, 0.479)
C (0.178, 0.783, 0.122)
C (-1.219, 0.740, -0.468)
S (-2.381, -0.428, 0.305)
N (0.967, -0.489, 0.006)
N (0.552, -1.720, 0.517)
H (-1.659, 1.654, -0.459)
H (-1.135, 0.487, -1.479)
H (1.662, -0.609, -0.769)
H (1.343, -2.392, 0.337)
H (-0.449, -2.000, 0.407)

Calculated values
total charge: +1
2S+1: 1
structure (SMILES): [H]/N=C(/C[S-])[NH+]=[NH2+]
highest occupied orbital energy (spin up / spin down): -14.135 / -13.748 eV
LUMO level (spin up / spin down): -0.2672 / -0.2363 hartree
HOMO-LUMO gap (spin up / spin down): 6.86 / 7.32 eV

Charges computed using Mulliken, reported in e:
1. H 0.31
2. N -0.41
3. C 0.44
4. C -0.76
5. S -0.01
6. N 0.01
7. N -0.21
8. H 0.37
9. H 0.35
10. H 0.33
11. H 0.32
12. H 0.27

=====

Energies relative to the most stable structure, in kcal/mol: i 0.0; ii 14.8.

=====

i.
Density functional theory data (ωB97M-V/def2-TZVPD) for an isolated ion of composition C3H5O2S and charge -1.

Geometry (Å):
O (0.772, -2.063, 0.700)
C (0.875, -1.511, -0.413)
O (1.429, -1.921, -1.455)
C (0.370, -0.008, -0.540)
C (-0.722, 0.306, 0.476)
S (-1.381, 1.966, 0.202)
H (0.003, 0.125, -1.564)
H (1.209, 0.693, -0.526)
H (-0.314, 0.247, 1.472)
H (-1.544, -0.410, 0.461)
H (-0.698, 2.575, 1.186)

Calculated values
total charge: -1
2S+1: 1
structure (SMILES): O=C([O-])CCS
highest occupied orbital energy: -3.955 eV
LUMO level: 0.1154 hartree
HOMO-LUMO gap: 7.09 eV

Charges computed using Mulliken, reported in e:
1. O -0.72
2. C 0.47
3. O -0.73
4. C -0.46
5. C -0.48
6. S -0.29
7. H 0.28
8. H 0.25
9. H 0.29
10. H 0.30
11. H 0.09

=====

ii.
Density functional theory data (ωB97M-V/def2-TZVPD) for a 2-piece molecular cluster, C3H5O2S overall.

Geometry (Å):
C (-0.811, -1.646, 0.148)
C (0.037, 2.036, 0.206)
C (-0.790, -0.589, -0.646)
O (1.605, -1.188, 1.400)
O (1.446, 0.562, -1.485)
S (0.711, 0.411, -0.225)
H (-1.562, -2.476, 0.089)
H (0.106, -1.702, 0.878)
H (0.656, 2.815, -0.135)
H (-0.197, 2.073, 1.321)
H (-1.202, -0.296, -1.552)

Calculated values
total charge: -1
2S+1: 1
highest occupied orbital energy (spin up / spin down): -3.933 / -3.324 eV
LUMO level (spin up / spin down): 0.1157 / 0.1537 hartree
HOMO-LUMO gap (spin up / spin down): 7.08 / 7.51 eV

Charges computed using Mulliken, reported in e:
1. C -0.50
2. C -0.78
3. C -0.40
4. O -0.89
5. O -0.65
6. S 0.61
7. H 0.22
8. H 0.44
9. H 0.31
10. H 0.22
11. H 0.41

=====

Energies relative to the most stable structure, in kcal/mol: i 0.0; ii 180.4.